# C18H18N2O6S

A single C18H18N2O6S molecule in a non-equilibrium geometry (ωB97M-V with the def2-TZVPD basis set, OMol25).

The geometry in ORCA input format:
```
! wB97M-V def2-TZVPD RIJCOSX def2/J DEFGRID3
* xyz 0 1
C 4.95 -1.20 2.59
C 5.28 -1.22 1.15
N 5.74 -2.28 0.54
O 5.93 -1.96 -0.76
C 5.58 -0.69 -0.97
C 5.16 -0.15 0.22
C 4.64 1.22 0.49
H 5.03 1.61 1.44
H 4.90 1.90 -0.33
O 3.22 1.22 0.66
C 2.48 1.25 -0.45
O 2.94 1.32 -1.56
C 1.02 1.22 -0.16
C 0.53 1.06 1.13
C -0.84 1.04 1.35
C -1.70 1.17 0.28
C -1.23 1.33 -1.01
C 0.14 1.36 -1.23
H 0.55 1.48 -2.23
H -1.93 1.45 -1.82
S -3.46 1.08 0.56
O -3.74 1.51 1.90
O -4.14 1.69 -0.54
N -3.66 -0.59 0.51
H -4.02 -0.93 1.39
C -4.33 -1.16 -0.65
C -5.82 -1.14 -0.54
C -6.72 -0.13 -0.74
C -7.99 -0.68 -0.41
C -7.76 -1.96 -0.04
O -6.45 -2.25 -0.10
H -8.42 -2.75 0.28
H -8.93 -0.18 -0.46
H -6.49 0.86 -1.06
H -3.98 -2.19 -0.77
H -4.01 -0.56 -1.50
H -1.25 0.93 2.34
H 1.22 0.97 1.96
C 5.70 -0.12 -2.33
H 6.56 0.56 -2.39
H 4.80 0.44 -2.58
H 5.85 -0.93 -3.05
H 3.92 -0.90 2.74
H 5.60 -0.49 3.11
H 5.10 -2.20 3.01
*
```

ΔE to the lowest compared entry with this formula, charge and spin ... 61.9 kcal per mole
SMILES ... Cc1noc(C)c1COC(=O)c1ccc(S(=O)(=O)NCc2ccco2)cc1
Orbital gap ... 8.578 eV
Max |F| ... 1.31 eV Å⁻¹
E ... -45056.8153 eV

---

# C29H48AlCl2N3O4Si

C29H48AlCl2N3O4Si as an isolated structure in a non-equilibrium geometry (ωB97M-V with the def2-TZVPD basis set, OMol25).

The geometry in ORCA input format:
```
! wB97M-V def2-TZVPD RIJCOSX def2/J DEFGRID3
* xyz 0 1
C -1.56 -0.05 -6.32
C -1.08 -0.98 -5.25
H -1.40 -0.52 -7.30
H -1.02 0.90 -6.29
H -2.64 0.17 -6.27
C -0.52 -2.18 -5.51
C -0.07 -2.64 -6.86
H -0.45 -2.96 -4.75
H 0.69 -1.97 -7.29
H -0.91 -2.71 -7.57
H 0.36 -3.65 -6.79
Al -0.75 0.54 1.58
Cl -0.32 2.75 -1.46
C -0.61 -2.16 2.60
O -0.09 -1.01 2.39
N 0.14 -3.24 2.79
C 1.59 -3.23 2.59
C -0.54 -4.52 3.06
H -1.69 -2.29 2.62
H 2.02 -2.35 3.09
H 1.85 -3.20 1.52
H 1.97 -4.16 3.01
H -1.50 -4.34 3.55
H 0.10 -5.13 3.70
H -0.74 -5.07 2.12
H 2.14 3.39 5.43
H -0.12 4.75 5.51
C 2.02 3.32 4.34
C -0.02 4.74 4.41
N 0.61 3.50 3.95
H 2.41 2.37 3.97
C -0.17 2.53 3.52
O 0.25 1.50 2.89
H -1.02 4.85 3.97
H -1.25 2.64 3.70
H 2.60 4.14 3.92
H 0.59 5.61 4.11
H 1.00 1.15 -2.16
H 2.75 -2.16 -2.35
C 1.94 0.62 -2.29
C 3.04 -1.47 -1.55
N 2.01 -0.46 -1.31
H 2.79 1.31 -2.21
C 1.25 -0.53 -0.22
O 0.30 0.27 0.05
H 3.18 -2.06 -0.63
H 1.51 -1.35 0.46
H 1.97 0.18 -3.29
H 3.96 -0.97 -1.85
O -0.67 0.69 -3.43
C -1.32 -0.47 -3.81
C 0.06 -2.21 -2.56
C -1.15 -1.60 -2.80
H 0.89 -1.96 -3.23
C 0.18 -3.22 -1.60
H -2.40 -0.19 -3.78
C -2.30 -2.12 -2.21
H 1.15 -3.64 -1.37
C -0.96 -3.70 -0.96
C -2.20 -3.16 -1.28
H -3.25 -1.68 -2.51
H -0.86 -4.48 -0.20
H -3.10 -3.51 -0.77
Si -0.07 3.59 -3.36
Cl -1.90 2.19 1.11
C 1.71 4.07 -3.56
C -0.91 5.25 -2.81
C -1.28 2.91 -4.57
H 2.42 3.53 -2.93
H 1.81 5.13 -3.30
H 2.01 3.94 -4.60
H -1.10 1.79 -4.45
H -1.11 3.23 -5.60
H -2.32 3.13 -4.23
H -1.62 5.02 -2.01
H -1.44 5.68 -3.67
H -0.16 5.95 -2.41
C -5.39 -0.70 1.77
C -4.72 -0.39 2.95
C -3.32 -0.29 2.95
C -2.64 -0.28 1.74
C -3.28 -0.70 0.60
C -4.66 -0.91 0.60
H -6.48 -0.79 1.77
H -5.28 -0.26 3.88
H -2.79 -0.23 3.91
H -2.73 -0.88 -0.32
H -5.16 -1.26 -0.31
*
```

ΔE to the lowest compared entry with this formula, charge and spin ... 135.7 kcal per mole
Orbital gap ... 5.778 eV
Max |F| ... 3.37 eV Å⁻¹
E ... -83033.2078 eV

---

# C7H10

A 2-piece molecular cluster, C7H10 overall (ωB97M-V with the def2-TZVPD basis set, OMol25).

The geometry in ORCA input format:
```
! wB97M-V def2-TZVPD RIJCOSX def2/J DEFGRID3
* xyz 0 1
C -1.46 0.19 0.55
C -2.45 0.23 -0.34
C -0.05 0.12 0.16
C 0.90 1.08 0.79
C 2.21 0.77 0.13
C 2.00 -0.16 -0.82
C 0.59 -0.55 -0.82
H -1.26 -2.43 0.34
H -1.65 0.35 1.61
H -3.46 0.49 -0.05
H -2.24 0.07 -1.39
H 0.57 2.09 0.51
H 0.90 1.05 1.89
H 3.15 1.24 0.40
H 2.75 -0.59 -1.47
H 0.15 -1.26 -1.52
H -0.64 -2.70 0.03
*
```

ΔE to the lowest compared entry with this formula, charge and spin ... 56.2 kcal per mole
SMILES ... C=CC1=CC=CC1.[H][H]
Orbital gap ... 9.021 eV
Max |F| ... 0.33 eV Å⁻¹
E ... -7418.5959 eV

---

# C4H11N3

C4H11N3 as an isolated structure in a non-equilibrium geometry (ωB97M-V with the def2-TZVPD basis set, OMol25).

The geometry in ORCA input format:
```
! wB97M-V def2-TZVPD RIJCOSX def2/J DEFGRID3
* xyz 0 1
C -0.36 -0.61 2.04
C -1.23 1.51 -0.22
N 0.05 0.19 0.90
C 0.69 -0.33 -0.75
N 1.71 0.60 -0.93
N 0.91 -1.52 -1.45
C -0.65 -0.03 -0.31
H 2.61 0.28 -1.25
H 1.77 1.29 -0.18
H 1.30 -1.44 -2.39
H 0.23 -2.26 -1.34
H -1.47 -0.73 -0.35
H 0.21 -1.55 2.07
H -1.44 -0.85 2.03
H -0.18 -0.05 2.95
H -0.46 2.27 -0.20
H -1.74 1.59 -1.20
H -1.96 1.65 0.58
*
```

ΔE to the lowest compared entry with this formula, charge and spin ... 115.2 kcal per mole
Orbital gap (alpha / beta) ... 7.464 / 7.464 eV
Max |F| ... 6.80 eV Å⁻¹
E ... -8792.6231 eV

---

# C5H10O

A single C5H10O molecule (ωB97M-V with the def2-TZVPD basis set, OMol25).

The geometry in ORCA input format:
```
! wB97M-V def2-TZVPD RIJCOSX def2/J DEFGRID3
* xyz 0 1
C 1.83 -0.11 -0.01
C 0.47 0.57 0.17
C -0.44 0.31 -1.06
C -1.64 -0.43 -0.47
O -1.15 -1.06 0.70
C -0.34 -0.08 1.31
H 2.32 0.26 -0.92
H 2.50 0.06 0.84
H 1.68 -1.19 -0.13
H 0.60 1.64 0.36
H -0.73 1.22 -1.58
H 0.10 -0.33 -1.77
H -2.06 -1.20 -1.12
H -2.45 0.27 -0.20
H -0.97 0.65 1.83
H 0.28 -0.58 2.06
*
```

ΔE to the lowest compared entry with this formula, charge and spin ... 10.4 kcal per mole
SMILES ... C[C@H]1CCOC1
Orbital gap ... 10.880 eV
Max |F| ... 0.32 eV Å⁻¹
E ... -7394.3139 eV

---

# C5H9F4NO2S

A 2-piece molecular cluster, C5H9F4NO2S overall in a non-equilibrium geometry (ωB97M-V with the def2-TZVPD basis set, OMol25).

The geometry in ORCA input format:
```
! wB97M-V def2-TZVPD RIJCOSX def2/J DEFGRID3
* xyz 0 1
C 2.57 -1.20 0.85
C 2.45 1.39 0.44
C -2.71 0.02 -0.59
C -2.67 1.21 0.37
C -2.75 -1.23 -0.08
N 1.90 0.03 0.30
O 0.85 -0.04 -2.14
O 0.04 -1.44 -0.40
F -1.89 2.18 -0.26
F -3.91 1.74 0.48
F -2.74 -1.57 1.22
F -2.91 -2.30 -0.79
S 0.46 -0.07 -0.57
H 1.93 -1.58 1.74
H 2.37 -2.05 0.12
H 3.60 -1.10 1.13
H 3.47 1.53 0.23
H 2.00 2.07 -0.35
H 2.34 1.92 1.31
H -2.60 0.11 -1.73
H 0.38 -0.64 -2.65
H -2.22 1.05 1.37
*
```

ΔE to the lowest compared entry with this formula, charge and spin ... 30.1 kcal per mole
Orbital gap ... 10.061 eV
Max |F| ... 3.89 eV Å⁻¹
E ... -32618.4868 eV

---

Which of these has the lowest max |F|?
C5H10O

---

Number 4 is which compound?
C4H11N3

---

Among the records above, which one has the lowest ΔE to the lowest compared entry with this formula, charge and spin?
C5H10O